Density functional theory data (ωB97M-V/def2-TZVPD) for a molecular structure, C2H6O.

- total charge = 0
- molar mass (g mol⁻¹) = 46.07
- HOMO level (eV) = -10.00

Atoms and positions in Å:
O (-0.17048, 0.96761, -0.09353)
C (-0.36804, -0.18056, -0.92112)
C (0.33629, 0.25998, 0.95353)
H (1.18631, -0.54659, 0.45164)
H (0.96740, 0.98412, 1.50434)
H (-1.55365, -0.42443, -0.72924)
H (-0.41315, -0.24248, 1.70480)
H (-0.50628, 0.12670, -2.02929)
H (0.52160, -0.94434, -0.84112)